Molecular formula: C3H9NO
Method: DFT, the ωB97M-V functional and the def2-TZVPD basis

Geometry (Å):
C -2.923 -0.844 0.068
N -3.038 -0.219 1.219
H -2.496 -0.417 -0.858
H -3.267 -1.885 -0.148
H -3.329 0.747 1.332
H 2.069 -0.390 -1.735
C 2.325 0.676 -0.188
O 2.831 -0.208 -1.206
C 0.952 0.142 0.239
H 2.187 1.694 -0.566
H 2.959 0.653 0.707
H 0.149 0.150 -0.509
H 0.559 0.783 1.045
H 1.021 -0.882 0.598

Cartesian forces, eV/Å:
C 0.13 -0.47 -2.22
N -0.50 -0.41 2.40
H -0.11 0.33 -0.07
H 0.24 0.41 0.71
H 0.35 0.19 -0.88
H -0.62 -0.36 -0.62
C -1.53 -1.06 -0.05
O 1.08 0.81 0.76
C -0.27 0.76 0.67
H 0.43 0.06 0.01
H 0.29 0.07 -0.56
H 0.39 0.08 -0.23
H 0.04 -0.38 -0.07
H 0.07 -0.02 0.14

Properties
charge	-1
<S²>	0.753
LUMO energy (spin up / spin down)	3.5 / 3.5	eV
spin multiplicity	2
E	-6791.4828	eV

Atom charges from the natural (NBO) analysis, given in e for atoms 1 to 2: C -0.440; N -0.969